Entry 1:
C8H12F3O3P | ωB97M-V/def2-TZVPD

Each line ends with the natural charge from an NBO analysis.
Atoms and positions in Å:
C (-0.333, 2.361, 0.142)  -0.475
C (-0.684, 1.261, 0.830)  -0.145
C (2.954, -0.566, -0.627)  -0.610
C (1.465, -0.489, -0.751)  -0.405
C (0.768, -0.891, 0.555)  -0.437
C (-2.109, -1.171, -1.325)  -0.793
C (0.495, 0.317, 1.321)  -0.162
C (-3.311, -0.628, -1.744)  0.899
O (1.759, 1.077, 1.506)  -0.856
O (0.408, 1.914, 3.585)  -1.144
O (1.776, -0.329, 3.771)  -1.156
F (-3.466, -0.170, -2.973)  -0.345
F (-4.087, 0.181, -0.938)  -0.367
F (-4.690, -1.900, -2.209)  -0.780
P (1.024, 0.728, 3.001)  2.324
H (-1.229, 2.843, -0.144)  0.188
H (0.717, 2.776, 0.114)  0.221
H (-1.685, 0.827, 0.936)  0.213
H (3.519, -1.467, -0.584)  0.182
H (3.334, 0.029, 0.157)  0.236
H (3.347, 0.041, -1.456)  0.175
H (1.186, 0.535, -0.882)  0.221
H (1.075, -1.023, -1.621)  0.199
H (1.331, -1.588, 1.167)  0.211
H (-0.135, -1.423, 0.401)  0.216
H (-1.605, -1.945, -1.944)  0.199
H (-1.824, -1.299, -0.286)  0.192

Values from the calculation:
- molar mass (g mol⁻¹) = 244.15
- frontier orbital gap (eV) = 7.14
- charge = -2

Entry 2:
C8H12IN3 | ωB97M-V/def2-TZVPD

Each line ends with the natural charge from an NBO analysis.
Atoms and positions in Å:
C (-0.286, 1.821, -0.071)  -0.337
C (-0.048, 3.142, 0.036)  0.056
C (2.146, 2.885, 0.098)  0.285
C (0.876, 0.943, -0.012)  0.391
C (-1.214, -0.860, 1.261)  -0.625
C (-1.320, -1.097, -1.102)  -0.622
C (0.113, -2.698, -0.074)  -0.641
C (-0.365, -1.303, 0.033)  0.102
N (1.176, 3.698, 0.112)  -0.477
N (2.060, 1.533, 0.071)  -0.533
N (0.846, -0.409, -0.175)  -0.521
I (2.895, -1.137, 0.210)  0.306
H (-1.246, 1.323, -0.368)  0.223
H (-0.949, 3.698, 0.023)  0.195
H (3.139, 3.297, 0.191)  0.179
H (-0.742, -1.251, 2.194)  0.217
H (-1.236, 0.175, 1.425)  0.226
H (-2.182, -1.263, 0.983)  0.213
H (-1.579, -0.046, -1.398)  0.221
H (-2.208, -1.786, -0.917)  0.220
H (-0.655, -1.479, -2.017)  0.218
H (-0.791, -3.261, -0.538)  0.224
H (0.940, -2.788, -0.816)  0.240
H (0.632, -3.134, 0.853)  0.238

Values from the calculation:
- molar mass (g mol⁻¹) = 277.11
- frontier orbital gap (eV) = 7.99

Entry 3:
C8H12KO6 | ωB97M-V/def2-TZVPD

Each line ends with the Mulliken charge.
Atoms and positions in Å:
K (-1.483, 0.273, -0.426)  0.959
C (-2.240, -3.920, 0.372)  -1.434
C (-1.236, -2.779, 0.886)  0.374
C (0.232, -3.321, 0.889)  -0.496
O (0.929, -2.203, 0.235)  -0.300
C (0.081, -1.443, -0.380)  0.785
O (0.404, -0.477, -1.051)  -0.672
O (-1.184, -1.715, -0.087)  -0.442
H (-2.000, -4.487, -0.528)  0.395
H (-3.236, -3.522, 0.177)  0.375
H (-2.378, -4.615, 1.200)  0.422
H (-1.512, -2.344, 1.847)  0.313
H (0.250, -4.238, 0.299)  0.301
H (0.811, -3.496, 1.795)  0.307
C (1.341, 4.472, -0.657)  -1.414
C (1.001, 2.983, -1.073)  0.238
C (1.666, 1.874, -0.139)  -0.462
O (0.683, 1.412, 0.679)  -0.240
C (-0.482, 1.943, 0.263)  0.622
O (-1.568, 1.610, 0.703)  -0.592
O (-0.348, 2.715, -0.820)  -0.327
H (0.496, 5.072, -0.997)  0.361
H (2.292, 4.790, -1.084)  0.420
H (1.452, 4.759, 0.389)  0.347
H (1.347, 2.996, -2.106)  0.424
H (2.429, 2.354, 0.473)  0.460
H (2.256, 1.307, -0.859)  0.278

Values from the calculation:
- molar mass (g mol⁻¹) = 243.28
- frontier orbital gap (eV) = 11.74
- charge = +1

Number 1: DFT total energy -32073.59742 eV. Number 2: DFT total energy -21059.20264 eV. Number 3: DFT total energy -37088.63152 eV.